No. 1
C62H85AsNO5P3SiY | ωB97M-V/def2-TZVPD

Results
HOMO level   -0.337 Ha
E_LUMO   -2.0808 eV
Multiplicity   1
Total charge   +1
Frontier orbital gap   0.2603 hartree

CARTESIAN COORDINATES (ANGSTROEM)
Y  -0.951  1.102  1.197
O  -4.602  1.638  4.541
C  -3.666  1.792  3.616
O  -3.288  0.894  2.894
C  -3.124  3.200  3.500
O  -1.780  3.088  3.120
C  -0.908  3.117  4.258
C  0.436  2.526  3.884
O  1.433  2.915  4.456
O  0.364  1.588  3.000
H  -4.899  0.713  4.536
H  -3.257  3.750  4.432
H  -3.669  3.721  2.711
H  -1.321  2.492  5.059
H  -0.794  4.139  4.614
C  -1.198  -1.177  4.119
Si  -0.653  -1.432  2.309
C  -2.116  -2.558  1.676
C  -2.972  -3.086  2.656
C  -4.251  -3.538  2.366
C  -4.729  -3.482  1.066
C  -3.885  -3.040  0.062
C  -2.590  -2.609  0.348
P  -1.318  -2.338  -0.912
C  -0.709  -4.111  -1.039
C  0.194  -4.461  0.149
C  0.840  -5.836  -0.025
C  -0.209  -6.928  -0.202
C  -1.150  -6.578  -1.347
C  -1.784  -5.202  -1.135
C  -2.049  -2.014  -2.588
C  -2.820  -3.090  -3.375
C  -3.550  -2.487  -4.591
C  -2.796  -1.281  -5.140
C  -2.780  -0.150  -4.093
C  -2.829  -0.702  -2.659
C  1.274  -1.701  2.537
C  1.625  -2.060  3.847
C  2.872  -1.808  4.398
C  3.833  -1.162  3.641
C  3.559  -0.887  2.313
C  2.323  -1.181  1.730
P  2.154  -1.194  -0.108
C  3.475  -2.460  -0.577
C  3.129  -3.129  -1.916
C  4.289  -3.987  -2.421
C  4.688  -5.039  -1.392
C  5.002  -4.385  -0.050
C  3.832  -3.536  0.454
C  2.941  0.335  -0.864
C  4.482  0.524  -0.882
C  5.076  0.332  -2.277
C  4.540  1.378  -3.258
C  3.063  1.699  -2.969
C  2.390  0.507  -2.294
H  -1.094  -2.058  4.757
H  -0.587  -0.385  4.558
H  -2.244  -0.878  4.150
H  -2.647  -3.120  3.687
H  -4.878  -3.928  3.159
H  -5.733  -3.813  0.832
H  -4.229  -3.058  -0.966
H  -0.100  -4.131  -1.954
H  0.941  -3.683  0.300
H  -0.419  -4.482  1.054
H  1.488  -5.822  -0.908
H  1.476  -6.061  0.834
H  0.271  -7.892  -0.379
H  -0.790  -7.024  0.722
H  -0.594  -6.582  -2.292
H  -1.936  -7.331  -1.440
H  -2.502  -5.013  -1.928
H  -2.345  -5.220  -0.195
H  -1.107  -1.833  -3.127
H  -2.119  -3.858  -3.708
H  -3.556  -3.586  -2.744
H  -3.679  -3.251  -5.359
H  -4.555  -2.169  -4.301
H  -1.774  -1.580  -5.393
H  -3.250  -0.926  -6.065
H  -1.873  0.448  -4.223
H  -3.628  0.520  -4.263
H  -2.430  0.033  -1.952
H  -3.865  -0.882  -2.354
H  0.886  -2.523  4.485
H  3.078  -2.095  5.421
H  4.798  -0.912  4.063
H  4.346  -0.469  1.705
H  4.388  -1.876  -0.722
H  2.240  -3.756  -1.772
H  2.865  -2.390  -2.673
H  4.023  -4.456  -3.372
H  5.149  -3.336  -2.618
H  3.861  -5.745  -1.263
H  5.544  -5.617  -1.748
H  5.256  -5.141  0.695
H  5.884  -3.743  -0.163
H  2.978  -4.183  0.634
H  4.096  -3.090  1.410
H  2.504  1.156  -0.290
H  4.719  1.533  -0.538
H  4.987  -0.149  -0.194
H  6.165  0.392  -2.224
H  4.844  -0.675  -2.636
H  5.133  2.292  -3.178
H  4.657  1.018  -4.282
H  2.999  2.560  -2.300
H  2.541  1.975  -3.886
H  1.306  0.618  -2.257
H  2.573  -0.384  -2.898
N  -0.821  1.975  -1.396
C  -0.123  3.132  -1.957
C  -0.285  3.392  -3.315
C  0.349  4.472  -3.901
C  1.151  5.300  -3.126
C  1.299  5.047  -1.775
C  0.668  3.962  -1.165
P  0.716  3.616  0.630
C  -0.372  4.962  1.235
C  -0.085  5.703  2.374
C  -1.000  6.638  2.847
C  -2.203  6.839  2.189
C  -2.495  6.101  1.046
C  -1.586  5.170  0.576
C  2.348  4.041  1.303
C  2.923  5.312  1.188
C  4.148  5.585  1.769
C  4.805  4.602  2.502
C  4.222  3.358  2.664
C  2.999  3.078  2.071
H  -1.761  1.966  -1.783
H  -0.383  1.130  -1.766
H  -0.903  2.733  -3.913
H  0.221  4.664  -4.958
H  1.653  6.147  -3.573
H  1.925  5.704  -1.191
H  0.835  5.530  2.920
H  -0.764  7.212  3.734
H  -2.905  7.578  2.554
H  -3.425  6.267  0.516
H  -1.817  4.606  -0.323
H  2.400  6.112  0.680
H  4.579  6.572  1.671
H  5.756  4.823  2.968
H  4.703  2.604  3.273
H  2.526  2.125  2.263
C  -5.574  2.962  1.033
As  -4.020  2.122  0.201
C  -4.757  0.309  0.168
C  -4.402  2.683  -1.631
H  -6.455  2.630  0.486
H  -5.503  4.048  0.978
H  -5.677  2.665  2.074
H  -5.621  0.269  -0.495
H  -5.060  0.045  1.180
H  -4.022  -0.431  -0.154
H  -5.431  2.429  -1.882
H  -3.737  2.189  -2.343
H  -4.268  3.761  -1.720

Here are the Mulliken charges for atoms 1 to 99, given in e: Y -0.943; O -0.524; C -0.057; O -0.209; C -0.593; O 0.342; C -0.711; C -0.222; O -0.731; O 1.371; H 0.466; H 0.471; H 0.194; H 0.735; H 0.246; C -2.339; Si 2.354; C 0.240; C -0.602; C -1.211; C -0.924; C 0.096; C 0.052; P -0.159; C -0.057; C 0.076; C -0.494; C -1.059; C -0.985; C -0.418; C 0.481; C -0.852; C -1.018; C -1.020; C -0.400; C 0.789; C 0.394; C -0.752; C -1.117; C -0.860; C -0.274; C -0.177; P 1.097; C 0.011; C 0.213; C -1.014; C -0.519; C -1.188; C 0.038; C 1.705; C -1.310; C -0.417; C -1.142; C -0.384; C 0.035; H 0.729; H 0.353; H 0.503; H 0.410; H 0.444; H 0.471; H 0.128; H 1.017; H -0.680; H 0.439; H 0.065; H 0.600; H 0.496; H 0.361; H 0.331; H 0.439; H 0.035; H 0.101; H 0.431; H 0.444; H 0.018; H 0.549; H 0.309; H 0.341; H 0.546; H -0.318; H 0.576; H -1.225; H 0.284; H 0.328; H 0.416; H 0.508; H 0.088; H 0.753; H -0.513; H -0.013; H 0.444; H 0.275; H 0.087; H 0.480; H 0.475; H 0.312; H 0.014; H 0.086


No. 2
C35H30Cl3LaN7O4SSb | ωB97M-V/def2-TZVPD

Results
HOMO level (spin up / spin down)   -0.240 / -0.240 Ha
E_LUMO (spin up / spin down)   -0.7421 / -0.7431 eV
Multiplicity   1
Total charge   0
ΔE to the lowest compared entry with this formula, charge and spin   123.0 kJ/mol
Frontier orbital gap (spin up / spin down)   0.2132 / 0.2131 hartree

CARTESIAN COORDINATES (ANGSTROEM)
La  1.006  -0.590  0.330
C  -0.712  1.744  5.097
C  -2.033  1.566  4.440
C  -3.224  2.225  4.767
C  -4.419  1.826  4.103
C  -4.349  0.902  3.054
C  -3.092  0.325  2.820
N  -2.012  0.582  3.448
Sb  -2.635  -1.035  1.158
C  -1.490  -2.731  2.069
C  -2.193  -3.691  2.790
C  -1.460  -4.799  3.278
C  -0.092  -4.754  3.172
C  0.507  -3.815  2.327
C  1.925  -3.890  1.962
N  -0.206  -2.770  1.843
C  -1.935  -1.860  -0.749
C  -2.866  -1.924  -1.740
C  -2.627  -2.606  -2.942
C  -1.405  -3.246  -3.031
C  -0.443  -3.034  -2.019
C  0.839  -3.769  -2.073
N  -0.663  -2.224  -0.954
H  -0.845  1.925  6.193
H  -0.108  2.539  4.633
H  -0.212  0.785  4.924
H  -3.334  2.921  5.608
H  -5.364  2.324  4.345
H  -5.265  0.686  2.494
H  -3.286  -3.732  2.781
H  -2.025  -5.602  3.755
H  0.540  -5.597  3.534
H  2.363  -4.741  2.462
H  2.354  -2.930  2.400
H  2.130  -3.924  0.876
H  -3.742  -1.249  -1.635
H  -3.342  -2.570  -3.763
H  -1.109  -3.901  -3.871
H  0.725  -4.530  -2.879
H  1.079  -4.219  -1.060
H  1.678  -3.130  -2.298
N  -1.791  4.803  -5.476
C  -1.796  4.168  -4.249
C  -1.709  4.932  -3.086
C  -1.902  4.307  -1.881
C  -1.960  2.872  -1.796
C  -1.966  2.113  -2.983
C  -1.937  2.755  -4.205
S  -1.973  2.070  -0.216
O  -2.750  0.829  -0.409
O  -2.447  3.024  0.768
N  -0.476  1.565  0.089
C  0.527  2.452  0.372
N  0.339  3.738  0.399
C  1.305  4.433  1.063
C  2.347  3.822  1.728
C  2.479  2.447  1.535
N  1.684  1.798  0.730
H  -2.163  5.757  -5.552
H  -2.046  4.327  -6.288
H  -1.537  5.998  -3.143
H  -1.975  4.825  -0.915
H  -1.898  0.992  -2.966
H  -2.070  2.249  -5.161
H  1.035  5.495  1.118
H  3.122  4.333  2.291
H  3.178  1.815  2.062
Cl  7.454  -0.886  -3.897
C  6.181  -1.144  -2.781
C  6.402  -1.724  -1.544
C  5.358  -1.855  -0.612
Cl  5.493  -2.683  0.834
C  4.046  -1.338  -0.958
O  3.072  -1.517  -0.160
C  3.876  -0.724  -2.236
C  2.620  -0.240  -2.697
O  1.476  -0.187  -2.100
C  4.936  -0.637  -3.170
H  7.378  -2.113  -1.308
H  2.653  0.194  -3.727
H  4.769  -0.169  -4.099
Cl  2.007  -0.384  2.975

What are the Mulliken partial charges on each atom? They are as follows, in elementary charge units: La 0.570; C -1.082; C 0.535; C -0.782; C -0.249; C -0.937; C 0.306; N -0.003; Sb 0.937; C 0.111; C -0.761; C -0.449; C -0.890; C 0.707; C -1.015; N 0.440; C 0.238; C -0.670; C -0.753; C -0.832; C 0.592; C -0.930; N 0.516; H 0.380; H 0.164; H 0.254; H 0.413; H 0.380; H 0.396; H 0.366; H 0.402; H 0.316; H 0.419; H 0.099; H 0.001; H 0.379; H 0.420; H 0.361; H 0.477; H -0.014; H 0.054; N -0.541; C 1.090; C -0.975; C -0.238; C -0.522; C -0.129; C -0.862; S 1.256; O -0.721; O -0.692; N 0.349; C 0.442; N -0.320; C -0.328; C -0.926; C -0.134; N -0.015; H 0.213; H 0.212; H 0.362; H 0.434; H 0.174; H 0.265; H 0.432; H 0.406; H 0.519; Cl -0.230; C 0.286; C -0.496; C 0.220; Cl -0.198; C -0.176; O 0.288; C 1.062; C -0.312; O -0.444; C -1.166; H 0.463; H 0.221; H 0.494; Cl -0.630